# 1
{"formula": "C21H39NP2Pt", "method": "ωB97M-V with the def2-TZVPD basis set", "elements": ["P", "P", "C", "C", "H", "H", "H", "H", "C", "H", "H", "H", "C", "H", "H", "H", "C", "H", "H", "H", "C", "H", "H", "H", "Pt", "C", "C", "C", "C", "C", "C", "C", "C", "C", "H", "H", "H", "H", "H", "H", "H", "H", "H", "H", "H", "H", "H", "H", "H", "C", "C", "C", "C", "C", "C", "N", "H", "H", "H", "H", "H", "H", "H", "H"], "xyz": [[-3.106236, 1.248626, 0.587149], [3.836357, -0.039550, 0.564693], [0.863175, -0.946624, 0.924537], [2.321540, -1.117641, 1.096983], [0.720236, -0.711230, -0.175614], [0.275416, -1.772396, 1.334368], [2.532829, -1.401106, 2.143439], [2.514074, -2.000674, 0.474316], [3.805563, -0.276483, -1.215715], [4.477410, 0.461946, -1.690104], [2.821048, -0.101035, -1.681070], [4.148728, -1.270159, -1.528222], [5.127544, -0.976472, 1.333122], [5.417366, -1.837837, 0.764791], [4.817876, -1.289836, 2.341798], [5.985388, -0.320273, 1.465057], [-4.285518, 1.783285, -0.725391], [-4.805313, 2.704329, -0.381454], [-5.063646, 1.040157, -1.004804], [-3.760966, 2.041762, -1.671685], [-3.914846, 0.419382, 1.968457], [-3.340510, -0.480951, 2.302458], [-4.948572, 0.048440, 1.780852], [-3.963681, 1.092815, 2.859515], [-0.864166, 0.077472, 0.153456], [-0.048658, -2.598760, -1.074678], [0.240925, -1.730511, -2.047908], [-0.633895, -1.491713, -3.262425], [-2.096145, -1.214430, -2.866226], [-2.122331, -0.443805, -1.602482], [-2.419389, -1.113497, -0.339246], [-2.444873, -2.577180, -0.191079], [-1.265476, -3.380809, -0.801099], [-2.007889, 2.609801, 0.990765], [0.808026, -3.038629, -0.541791], [1.270141, -1.385773, -2.160798], [-0.550151, -2.350538, -3.952594], [-0.207152, -0.632789, -3.823702], [-2.516421, -0.591850, -3.671973], [-2.650848, -2.159389, -2.876103], [-2.004263, 0.638574, -1.781402], [-3.402026, -0.841895, 0.100161], [-3.384120, -2.926996, -0.638143], [-2.521185, -2.817216, 0.885251], [-1.028006, -4.166858, -0.061093], [-1.648893, -3.950417, -1.666742], [-1.325304, 2.631220, 1.854497], [-2.901287, 3.177636, 1.275054], [-1.490999, 3.183682, 0.178748], [1.418798, 2.858892, -1.399734], [1.514537, 2.514421, 0.041798], [2.590701, 3.015303, 0.846559], [2.474741, 2.371417, 2.101418], [1.354633, 1.513057, 2.054005], [1.032722, 0.618171, 3.137604], [0.807278, 1.582218, 0.815677], [2.270946, 2.415244, -1.992377], [1.535153, 3.971844, -1.492724], [0.452437, 2.566466, -1.881295], [3.300000, 3.725610, 0.506818], [3.099995, 2.461377, 2.927776], [1.874556, -0.005359, 3.407532], [0.837686, 1.212025, 4.014594], [0.174942, -0.024492, 2.966424]], "forces_ev_per_a": [[3.87, -1.86, -1.63], [-3.11, 2.28, 1.06], [0.38, -0.75, -0.65], [1.57, -0.52, 0.33], [0.41, -0.47, 0.44], [0.32, 0.03, 0.07], [0.05, -0.04, -0.46], [0.20, -0.58, 0.19], [0.73, -0.54, -1.38], [-0.19, -0.29, 0.24], [0.23, 0.05, 0.61], [-0.07, -0.07, -0.13], [0.71, -0.79, 0.44], [0.38, -0.79, -0.19], [-0.01, 0.10, -0.35], [0.11, -0.05, -0.08], [-0.37, 0.70, -0.01], [0.16, -0.43, -0.18], [0.68, 0.22, 0.53], [-0.06, -0.19, 0.83], [-0.68, 0.04, 1.86], [-0.18, 0.85, -0.55], [0.67, 0.54, -0.19], [-0.11, -0.38, -0.60], [-0.63, 2.88, 1.75], [1.96, -1.37, -1.17], [-0.04, -1.73, -1.28], [0.60, 0.55, -0.16], [1.06, -0.03, -1.27], [-1.23, -0.47, -0.55], [-1.60, 0.90, -0.86], [0.31, -1.45, -0.19], [-1.40, -0.92, 0.47], [-1.98, 2.96, 0.98], [-0.22, 0.90, 0.16], [-0.20, -0.07, 0.27], [-0.03, 0.17, 0.27], [-0.37, -0.32, 0.31], [-0.15, -0.22, 0.22], [-0.05, 0.24, 0.43], [-0.91, -0.52, 0.29], [0.67, -0.14, -0.10], [0.04, -0.15, 0.08], [0.03, 0.20, -0.34], [0.09, 0.29, -0.38], [0.33, 0.40, -0.02], [-0.41, -0.87, -0.38], [0.57, 1.95, 0.54], [-0.67, -1.13, 0.30], [-0.26, 0.30, -0.99], [1.79, -0.23, 2.55], [-2.59, -1.35, -0.01], [-1.80, 0.09, -1.54], [2.30, 2.25, -1.49], [-0.85, -0.52, 1.39], [-0.98, 0.25, -1.97], [-0.91, 0.25, 0.44], [-0.22, -0.92, -0.11], [0.67, 0.15, 0.32], [0.61, 0.47, -0.11], [1.01, 0.23, 1.27], [0.20, -0.28, 0.04], [-0.29, 0.18, 0.65], [-0.15, 0.01, 0.01]], "s_squared": 2.04, "multiplicity": 3, "homo_lumo_gap_ha": [0.222, 0.222]}

# 2
{"formula": "C4H9NO2S", "method": "ωB97M-V with the def2-TZVPD basis set", "elements": ["C", "C", "C", "C", "N", "O", "O", "S", "H", "H", "H", "H", "H", "H", "H", "H", "H"], "xyz": [[-1.205949, -0.328982, 1.145492], [-0.303079, -0.073858, -0.068614], [0.355812, 1.336043, -0.297272], [0.770661, -1.127765, -0.198464], [-1.403921, -0.360742, -1.056260], [-3.100583, 1.316296, 0.103326], [-3.603138, -1.021522, -0.100741], [-2.576307, -0.004345, 0.009729], [-1.153684, -1.478830, 1.360166], [-1.201670, 0.176148, 1.992097], [1.257997, 1.308556, 0.256242], [-0.412735, 2.030502, -0.020256], [0.422809, 1.516440, -1.291518], [1.393854, -1.194267, 0.694109], [1.171288, -1.157489, -1.162694], [0.353264, -2.193640, -0.219820], [-1.147096, -0.227963, -2.022251]], "forces_ev_per_a": [[-0.51, -4.18, -3.82], [1.14, -0.23, -1.06], [-2.72, -2.17, 2.75], [-1.77, -2.83, 1.34], [2.19, 0.54, 0.72], [0.73, 1.14, -0.05], [0.79, 0.41, 0.37], [-2.69, -2.46, -0.01], [-0.42, 2.18, -0.37], [0.25, 2.73, 3.68], [0.87, 0.79, 0.39], [0.07, 0.90, 0.89], [1.01, 0.15, -3.20], [0.70, 0.59, -0.53], [1.68, 0.75, -1.24], [-0.27, 1.34, 0.34], [-1.07, 0.36, -0.22]], "homo_lumo_gap_ha": 0.385}

Largest force on an atom (Eh/bohr)
0.089 0.111